DFT (the ωB97M-V functional and the def2-TZVPD basis) results for a 2-piece molecular cluster, C39H42BF3O4 overall in a non-equilibrium geometry.

E_HOMO = -0.239 Ha
E_LUMO = -2.621 eV
Net charge = 0
Molar mass = 642.6 g mol⁻¹
ΔE to the lowest compared entry with this formula, charge and spin = 2.530 eV

Last column: Mulliken charge in e.
CARTESIAN COORDINATES (ANGSTROEM)
C: -4.115755 -3.549173 -0.967491  -2.23
C: -3.277947 -2.291142 -1.134625  1.78
C: -3.804829 -1.538962 -2.345737  -1.64
C: -3.180868 -1.426675 0.225490  2.19
C: -3.236041 0.061578 -0.045146  -2.11
C: -4.262923 -1.757303 1.242487  -1.97
O: -1.892837 -1.719877 0.761611  -0.51
B: -1.239704 -2.572672 -0.174346  1.10
C: 0.380085 -2.455497 -0.343879  0.26
C: 1.159959 -2.402627 0.808201  -1.27
C: 2.531611 -2.653006 0.734298  -0.63
C: 3.107853 -2.866394 -0.513592  0.84
C: 4.567284 -3.218763 -0.646369  0.72
F: 4.754825 -4.383046 -1.332851  -0.27
F: 5.237126 -2.233668 -1.344962  -0.26
F: 5.196009 -3.346324 0.558405  -0.31
C: 2.355697 -2.799641 -1.677787  -1.41
C: 0.970884 -2.603709 -1.593054  -1.03
C: -1.226861 -4.116832 0.648299  0.10
C: -1.652757 -5.331927 -0.087281  -0.79
C: -0.248835 -5.212886 0.377394  -0.60
O: -1.931306 -2.654214 -1.415574  -0.54
H: -5.170734 -3.290330 -0.801760  0.38
H: -4.052698 -4.126217 -1.898181  0.46
H: -3.743078 -4.188217 -0.158658  0.37
H: -4.804939 -1.142479 -2.134427  0.34
H: -3.126810 -0.733954 -2.651404  0.06
H: -3.892480 -2.239270 -3.184146  0.48
H: -4.243149 0.389394 -0.334379  0.51
H: -2.940478 0.597696 0.863731  0.64
H: -2.536302 0.334001 -0.845781  -0.17
H: -5.253475 -1.509407 0.834465  0.39
H: -4.240618 -2.811702 1.522019  0.32
H: -4.118736 -1.156720 2.148805  0.40
H: 0.684764 -2.265967 1.781780  0.50
H: 3.125349 -2.720906 1.642508  0.41
H: 2.835070 -2.949319 -2.643399  0.44
H: 0.375980 -2.581279 -2.505925  1.27
H: -1.570886 -4.015815 1.682241  0.22
H: -2.270536 -6.067235 0.430441  0.30
H: -1.830724 -5.238787 -1.160693  0.18
H: 0.520321 -5.025017 -0.373368  0.01
H: 0.048627 -5.873604 1.195044  0.28
C: -1.329123 7.266514 4.523091  -0.83
O: -1.893828 6.677301 3.337386  -0.44
C: -1.226675 5.642433 2.760897  0.78
C: -1.738074 5.161350 1.532072  -0.92
C: -1.140158 4.085679 0.909892  0.09
C: 0.025807 3.469382 1.436832  -0.43
C: 0.628367 2.280984 0.817315  0.82
C: -0.222240 1.397730 0.117848  -0.10
C: 0.117324 0.495568 -0.892650  0.13
C: -0.396467 0.658440 -2.233248  0.72
C: 0.164068 -0.030401 -3.342483  -0.64
C: -0.286635 0.204382 -4.638107  -0.85
C: -1.280920 1.163502 -4.875546  -0.51
C: -1.834754 1.876186 -3.805667  -0.85
C: -1.395158 1.634702 -2.507285  0.02
C: 2.064171 2.057797 0.892470  -0.12
C: 2.980726 3.143218 0.943405  -0.57
C: 4.340132 2.929196 0.939588  -1.02
C: 4.854980 1.607700 0.871977  0.47
O: 6.207781 1.473423 0.917352  -0.49
C: 6.751465 0.130075 0.959265  -0.62
C: 3.959360 0.515698 0.791212  0.35
C: 2.602586 0.758008 0.838753  0.06
C: 0.563443 4.015878 2.628393  -0.71
C: -0.061977 5.049190 3.318186  -0.75
H: -1.912430 8.172740 4.681076  0.24
H: -1.433742 6.594013 5.384771  0.34
H: -0.269880 7.512274 4.383970  0.35
H: -2.610116 5.656148 1.105829  0.46
H: -1.557417 3.734117 -0.036504  0.34
H: -1.284362 1.540231 0.323217  0.12
H: 0.989242 -0.149182 -0.825944  0.49
H: 0.995252 -0.710366 -3.156917  0.47
H: 0.156452 -0.346890 -5.469792  0.44
H: -1.596756 1.367687 -5.901045  0.40
H: -2.604624 2.638122 -3.972987  0.41
H: -1.780200 2.251558 -1.689216  0.07
H: 2.596286 4.165737 0.964820  0.58
H: 5.048763 3.753948 1.023296  0.43
H: 7.830609 0.275427 0.943001  0.28
H: 6.441608 -0.384018 1.884653  0.31
H: 6.447110 -0.449841 0.071396  0.23
H: 4.345307 -0.506637 0.729773  -0.02
H: 1.932361 -0.092367 0.857536  0.36
H: 1.483452 3.602175 3.045918  0.49
H: 0.343731 5.399095 4.269824  0.41

Forces on atoms 1 to 3 (eV/Å):
-0.27 -0.31 0.05
0.27 0.08 0.25
-0.20 0.15 -0.04